{
  "formula": "C24H32N4O3SY",
  "method": "wB97M-V/def2-TZVPD",
  "homo_lumo_gap_ev": 7.58,
  "e_tot_ha": -1814.9265,
  "charge": 1,
  "de_lowest_kj_mol": 0.0,
  "symbols": ["Y", "C", "O", "C", "C", "C", "C", "C", "C", "N", "N", "C", "O", "C", "C", "C", "C", "C", "C", "C", "O", "H", "H", "H", "H", "H", "H", "H", "H", "H", "H", "H", "H", "C", "C", "C", "C", "N", "C", "S", "N", "C", "C", "C", "C", "H", "H", "H", "H", "H", "H", "H", "H", "H", "H", "H", "H", "H", "H", "H", "H", "H", "H", "H", "H"],
  "positions_angstrom": [[0.559174, -1.542359, -2.458956], [5.431619, -2.583413, -3.087990], [5.183556, -1.329991, -2.448309], [4.682250, -1.448667, -1.184777], [5.491166, -1.215357, -0.086209], [4.988063, -1.276493, 1.211367], [3.653693, -1.561648, 1.411835], [2.800249, -1.776513, 0.317938], [1.404618, -2.035632, 0.606318], [0.432007, -2.006006, -0.242075], [-0.830833, -2.296402, 0.323150], [-1.716643, -2.339917, -0.623360], [-1.434775, -2.159213, -1.892146], [-3.147145, -2.544557, -0.274729], [-3.547994, -2.584098, 1.059082], [-4.890186, -2.716026, 1.374450], [-5.837936, -2.810617, 0.364872], [-5.442484, -2.781641, -0.964877], [-4.100731, -2.646214, -1.286172], [3.324441, -1.744300, -0.993054], [2.519783, -1.973597, -2.022295], [5.803308, -2.355120, -4.083267], [4.513565, -3.169884, -3.161384], [6.188385, -3.148440, -2.538585], [6.533581, -0.983795, -0.264724], [5.642901, -1.111033, 2.054951], [3.253897, -1.618930, 2.416970], [1.153715, -2.269125, 1.640208], [-2.807473, -2.520383, 1.844389], [-5.196260, -2.749973, 2.411685], [-6.884265, -2.910949, 0.621698], [-6.179529, -2.864826, -1.752101], [-3.786483, -2.615413, -2.319081], [2.048583, 4.608303, 0.045993], [1.949356, 4.240406, 1.519503], [1.050344, 3.046840, 1.831458], [1.552856, 1.707093, 1.302192], [1.356027, 1.518713, -0.138950], [0.274911, 1.215085, -0.846765], [0.495056, 1.123322, -2.582488], [-0.938697, 0.959258, -0.375262], [-1.564485, 1.016139, 0.956649], [-2.678261, 2.060679, 1.016674], [-4.032749, 1.594000, 0.490238], [-4.059013, 1.218937, -0.985414], [2.559868, 5.561714, -0.082685], [1.060770, 4.701522, -0.411308], [2.611819, 3.877951, -0.538113], [1.568068, 5.099234, 2.075441], [2.947684, 4.049167, 1.924541], [0.044155, 3.236138, 1.445716], [0.943229, 2.952521, 2.915407], [1.114142, 0.855445, 1.822206], [2.629493, 1.614686, 1.454891], [2.163501, 1.656787, -0.724201], [-1.594339, 0.777298, -1.119488], [-0.804268, 1.215446, 1.699672], [-1.944245, 0.011790, 1.158554], [-2.347863, 2.956212, 0.480884], [-2.791932, 2.361922, 2.061026], [-4.762205, 2.385153, 0.672668], [-4.364163, 0.737644, 1.085278], [-3.618505, 1.996591, -1.614305], [-5.080348, 1.061798, -1.332435], [-3.546037, 0.272718, -1.182419]],
  "forces_ev_per_angstrom": [[-0.42, -0.04, -0.56], [0.00, 0.00, -0.03], [0.01, -0.02, 0.00], [0.04, 0.01, 0.20], [0.01, 0.00, -0.14], [-0.14, -0.01, 0.11], [0.16, 0.01, -0.07], [0.09, 0.00, 0.12], [0.15, -0.02, -0.09], [0.00, -0.13, 0.91], [0.34, 0.20, -0.37], [-0.55, -0.02, -0.09], [0.37, 0.01, -0.09], [0.15, 0.07, 0.04], [-0.08, -0.03, 0.05], [0.07, 0.01, 0.04], [-0.04, 0.00, 0.01], [0.01, 0.01, 0.02], [0.04, 0.01, 0.06], [-0.40, -0.07, 0.12], [0.25, 0.04, -0.17], [-0.01, 0.00, 0.01], [0.03, -0.01, 0.00], [-0.02, 0.00, 0.00], [0.00, 0.00, -0.01], [0.01, 0.02, 0.00], [-0.02, -0.01, 0.00], [-0.05, 0.02, 0.00], [0.04, 0.01, -0.02], [-0.01, 0.00, 0.00], [-0.01, -0.01, -0.04], [0.00, 0.00, -0.01], [0.03, 0.00, -0.02], [0.02, 0.02, -0.16], [0.05, 0.01, 0.11], [-0.09, -0.02, 0.07], [0.08, -0.11, -0.07], [-0.09, -0.08, -0.10], [-0.04, -0.07, 0.37], [-0.03, 0.09, -0.14], [0.06, 0.09, -0.15], [0.14, -0.13, 0.02], [0.05, 0.09, 0.06], [-0.05, -0.06, 0.07], [-0.03, -0.10, -0.14], [-0.01, 0.01, 0.03], [-0.02, 0.00, 0.02], [0.01, -0.02, 0.03], [-0.03, -0.01, -0.02], [0.00, -0.01, -0.01], [-0.01, 0.02, -0.03], [0.04, -0.01, 0.00], [-0.06, 0.05, 0.04], [-0.01, 0.06, 0.02], [0.07, 0.03, 0.00], [-0.12, 0.00, -0.06], [-0.02, 0.06, -0.01], [-0.06, 0.03, 0.03], [-0.01, 0.01, -0.02], [-0.01, -0.05, 0.00], [0.03, 0.03, -0.01], [0.00, -0.01, -0.01], [0.01, 0.04, 0.01], [-0.01, 0.04, 0.04], [0.06, -0.03, 0.03]],
  "nbo_charge": [2.1770, -0.2474, -0.5095, 0.2055, -0.1885, -0.2436, -0.1552, -0.2332, 0.1832, -0.4864, -0.4118, 0.5648, -0.9002, -0.0865, -0.1893, -0.2157, -0.1821, -0.2136, -0.1878, 0.3874, -0.9185, 0.2029, 0.1766, 0.1807, 0.2373, 0.2304, 0.2179, 0.2101, 0.2317, 0.2234, 0.2245, 0.2241, 0.2288, -0.6082, -0.3993, -0.4145, -0.2314, -0.5684, 0.3891, -0.3806, -0.5777, -0.2283, -0.4130, -0.4011, -0.6239, 0.2301, 0.2049, 0.1885, 0.2195, 0.2033, 0.2008, 0.2276, 0.2088, 0.2298, 0.4318, 0.4342, 0.2150, 0.2317, 0.2070, 0.2279, 0.2194, 0.2092, 0.2046, 0.2356, 0.1909]
}


{
  "formula": "C24H32N4O4",
  "method": "wB97M-V/def2-TZVPD",
  "homo_lumo_gap_ev": 8.37,
  "e_tot_ha": -1453.7452,
  "de_lowest_kj_mol": 278.9,
  "smiles": "COc1ccccc1NC(=O)CCN1CCN(CCC(=O)Nc2ccccc2OC)CC1",
  "symbols": ["C", "O", "C", "C", "C", "C", "C", "C", "N", "C", "O", "C", "C", "N", "C", "C", "N", "C", "C", "C", "O", "N", "C", "C", "C", "C", "C", "C", "O", "C", "C", "C", "H", "H", "H", "H", "H", "H", "H", "H", "H", "H", "H", "H", "H", "H", "H", "H", "H", "H", "H", "H", "H", "H", "H", "H", "H", "H", "H", "H", "H", "H", "H", "H"],
  "positions_angstrom": [[-4.126713, -2.067832, 2.594017], [-3.792975, -0.971211, 1.778545], [-4.138137, -1.022149, 0.446040], [-4.794261, -2.076742, -0.162794], [-5.084400, -2.025079, -1.519345], [-4.720282, -0.924566, -2.268468], [-4.064150, 0.139750, -1.670975], [-3.769410, 0.103536, -0.317596], [-3.105262, 1.128823, 0.363088], [-2.560693, 2.276275, -0.128940], [-2.618738, 2.619688, -1.288672], [-1.893660, 3.115571, 0.951809], [-0.798020, 4.034125, 0.371349], [0.484164, 3.439007, 0.103880], [0.532838, 2.426380, -0.926609], [1.981377, 2.277714, -1.383659], [2.838731, 1.894685, -0.268588], [4.226864, 1.754952, -0.694918], [5.041560, 0.850777, 0.234264], [4.710400, -0.625493, 0.052962], [5.573942, -1.461550, -0.113568], [3.378523, -0.868565, 0.117773], [2.718472, -2.088117, -0.032785], [3.347929, -3.254471, -0.443368], [2.627419, -4.428874, -0.586187], [1.272005, -4.446580, -0.327960], [0.627048, -3.291278, 0.090673], [1.338441, -2.114898, 0.249909], [0.797004, -0.929794, 0.686997], [-0.552178, -0.930065, 1.073249], [2.709902, 2.866873, 0.806721], [1.252581, 2.994170, 1.242899], [-5.208973, -2.222839, 2.635795], [-3.760904, -1.816979, 3.588694], [-3.640198, -2.986086, 2.250524], [-5.085725, -2.945751, 0.405340], [-5.596816, -2.855578, -1.980202], [-4.945273, -0.885956, -3.322772], [-3.774292, 1.003005, -2.245435], [-3.031564, 0.950989, 1.355510], [-2.670755, 3.745139, 1.392306], [-1.484654, 2.482180, 1.740473], [-1.173007, 4.442167, -0.571278], [-0.628398, 4.862985, 1.064845], [0.169196, 1.449372, -0.566607], [-0.087688, 2.737977, -1.767338], [2.310507, 3.234518, -1.821739], [2.043883, 1.500362, -2.149018], [4.234354, 1.315186, -1.695820], [4.716744, 2.741204, -0.762627], [6.104541, 0.974881, 0.024530], [4.869645, 1.119502, 1.277800], [2.777424, -0.049808, 0.223767], [4.405723, -3.232287, -0.642974], [3.132433, -5.327711, -0.904738], [0.702897, -5.356511, -0.445006], [-0.433077, -3.324529, 0.287542], [-0.745091, 0.066387, 1.467351], [-1.217496, -1.116718, 0.223845], [-0.747589, -1.666918, 1.858942], [3.065128, 3.859931, 0.481351], [3.316749, 2.542798, 1.654919], [0.915548, 2.014929, 1.626965], [1.177049, 3.733270, 2.043851]],
  "forces_ev_per_angstrom": [[-0.05, -0.21, 0.22], [0.04, 0.33, -0.54], [0.05, 0.08, -0.03], [0.06, -0.01, 0.25], [-0.02, 0.03, -0.14], [-0.07, -0.18, 0.04], [0.05, 0.10, -0.02], [-0.09, -0.13, -0.04], [-0.15, -0.31, 0.38], [0.04, 0.01, 0.51], [-0.02, 0.07, -0.27], [0.30, 0.30, -0.35], [-0.29, 0.00, 0.10], [0.11, -0.06, 0.03], [0.25, 0.11, -0.32], [-0.29, -0.14, -0.07], [-0.05, 0.16, -0.05], [0.17, 0.01, 0.11], [0.03, -0.01, -0.21], [0.17, 0.47, 0.18], [0.19, -0.21, -0.06], [-0.52, 0.08, 0.06], [-0.11, -0.23, 0.02], [0.10, 0.05, -0.02], [-0.19, -0.08, 0.00], [0.09, -0.11, -0.04], [-0.13, 0.19, 0.07], [0.10, 0.02, 0.03], [0.51, -0.22, -0.20], [-0.26, 0.01, 0.07], [-0.11, -0.02, 0.32], [0.26, 0.14, -0.05], [0.05, 0.01, -0.02], [-0.05, -0.07, -0.05], [-0.02, 0.04, -0.01], [0.00, -0.06, 0.09], [-0.04, -0.07, -0.04], [-0.02, 0.01, -0.10], [0.01, 0.03, 0.00], [0.12, 0.18, -0.13], [-0.04, -0.04, 0.06], [-0.05, -0.03, 0.08], [-0.02, 0.06, 0.14], [-0.08, -0.02, -0.05], [-0.02, -0.03, -0.05], [0.01, -0.05, 0.02], [-0.02, -0.04, -0.02], [0.04, 0.02, -0.01], [-0.01, 0.07, 0.01], [-0.07, -0.07, -0.06], [-0.07, -0.09, 0.06], [0.04, 0.04, 0.04], [0.15, -0.01, -0.02], [0.02, 0.03, 0.00], [0.05, -0.08, -0.03], [-0.05, -0.07, -0.01], [-0.09, 0.06, 0.03], [-0.04, -0.04, -0.02], [0.01, 0.00, 0.04], [0.01, 0.00, -0.03], [0.00, -0.06, 0.03], [0.02, 0.04, -0.01], [-0.01, 0.04, 0.05], [0.00, -0.03, 0.01]],
  "nbo_charge": [-0.2503, -0.5374, 0.3328, -0.3034, -0.2127, -0.2178, -0.2194, 0.0770, -0.6106, 0.6937, -0.6177, -0.5314, -0.1987, -0.4531, -0.2265, -0.2215, -0.4665, -0.2139, -0.4940, 0.6833, -0.6164, -0.6590, 0.1816, -0.2491, -0.2206, -0.2183, -0.2885, 0.2575, -0.5165, -0.2482, -0.2221, -0.2263, 0.1822, 0.2017, 0.1794, 0.2187, 0.2150, 0.2171, 0.2572, 0.4164, 0.2396, 0.2076, 0.2244, 0.1969, 0.1690, 0.2273, 0.1737, 0.2046, 0.2074, 0.1814, 0.2373, 0.2183, 0.4495, 0.2571, 0.2130, 0.2103, 0.2155, 0.1864, 0.1850, 0.1788, 0.1739, 0.1992, 0.1656, 0.2045]
}